[1]
C4H10N2O2 | the ωB97M-V functional and the def2-TZVPD basis

LUMO level: 0.59 eV
Highest occupied orbital energy: -9.660 eV
Total charge: 0
Electronic energy: -11385.698 eV
SMILES: CC(N)=O.CC(N)=O
ΔE to the lowest compared entry with this formula, charge and spin: 116.2 kJ/mol

Last column: natural (NBO) charge in e.
Atoms and positions in Å:
C1 -1.025 -1.149 1.297  -0.731
C2 0.235 -1.051 2.028  0.667
N1 0.163 -0.518 3.360  -0.865
O1 1.307 -1.442 1.627  -0.604
H1 -1.727 -1.886 1.883  0.251
H2 -0.972 -1.381 0.233  0.248
H3 -1.428 -0.079 1.242  0.231
H4 1.049 -0.490 3.830  0.410
H5 -0.704 -0.128 3.694  0.394
C3 -0.766 1.048 -2.000  -0.690
C4 0.559 0.933 -2.712  0.668
N2 1.657 0.668 -1.931  -0.833
O2 0.612 1.064 -3.937  -0.612
H6 -0.899 2.132 -1.912  0.240
H7 -0.663 0.577 -0.940  0.190
H8 -1.632 0.734 -2.437  0.234
H9 2.604 0.722 -2.291  0.403
H10 1.631 0.245 -1.036  0.400

[2]
C4H10N2O2 | the ωB97M-V functional and the def2-TZVPD basis

LUMO level: 0.66 eV
Highest occupied orbital energy: -9.691 eV
Total charge: 0
Electronic energy: -11385.313 eV
SMILES: NC(=O)O.C=NCC
ΔE to the lowest compared entry with this formula, charge and spin: 153.4 kJ/mol

Last column: natural (NBO) charge in e.
Atoms and positions in Å:
N1 -2.325 -1.488 1.498  -0.845
C1 -1.100 -1.919 1.093  0.872
O1 -0.091 -1.860 1.747  -0.637
O2 -1.179 -2.539 -0.119  -0.704
H1 -2.421 -1.058 2.391  0.411
H2 -3.097 -1.831 0.961  0.404
H3 -0.266 -2.574 -0.419  0.501
C2 1.159 -0.052 -2.155  -0.072
N2 1.568 0.440 -1.067  -0.376
C3 0.575 1.117 -0.248  -0.258
C4 1.178 2.376 0.372  -0.606
H4 0.210 0.255 -2.611  0.137
H5 1.769 -0.750 -2.725  0.170
H6 -0.330 1.424 -0.796  0.162
H7 0.327 0.408 0.544  0.216
H8 0.460 2.926 0.982  0.207
H9 2.032 2.124 1.004  0.215
H10 1.531 3.003 -0.453  0.203